C20H17Cl8FO4 | ωB97M-V/def2-TZVPD

Relative energy (zero: lowest compared OMol25 entry of this formula, charge and spin), kJ/mol: 147.3
Total charge: 0
E_tot, eV: -132100.1579
HOMO-LUMO gap, eV: 7.846
SMILES: ClC(Cl)(Cl)Cl.ClC(Cl)(Cl)Cl.Oc1ccc(O)cc1.Oc1ccc(O)cc1.Fc1ccccc1
Largest force on an atom, eV Å⁻¹: 3.2

Positions of all 50 atoms, in Å:
Cl -0.9401 0.3820 -0.9209
Cl 1.0929 0.0589 -3.0876
Cl -1.0385 1.3553 1.7899
Cl 0.9595 2.5056 -0.0671
Cl 1.9672 1.1241 -5.7431
Cl -0.0730 -0.7822 -5.6963
Cl 1.2206 -0.1929 0.8685
Cl -0.4705 2.0152 -4.6356
F 2.0634 4.9587 1.1013
O -2.3518 -2.8404 -3.2442
O -2.8948 -0.9634 2.8987
O 2.8664 -4.3163 -2.4343
O 0.5646 -5.0733 2.0592
C 0.0473 1.0391 0.4225
C 1.5907 -4.0243 -2.5890
C 0.3008 8.1302 2.7958
C -1.0667 -3.1830 -3.0428
C -2.1054 -2.1131 2.8320
C -0.3340 -4.1305 2.4081
C -0.2806 -3.8188 -4.0865
C -0.8456 -1.9256 3.2592
C 1.5224 6.0289 1.6543
C 1.0188 -4.1669 -3.8377
C -2.5603 -3.3110 2.2461
C 0.1163 -2.8982 2.9675
C 1.9055 6.4822 2.9126
C 0.5105 6.7060 0.9178
C 0.6247 0.5913 -4.7391
C -0.0723 7.8128 1.5014
C -0.4663 -2.9677 -1.7927
C -1.6488 -4.3324 2.0785
C 1.2423 7.4679 3.5517
C 0.8317 -3.4161 -1.5621
H 0.2478 -5.8992 1.6862
H 3.2996 -3.9039 -1.6834
H 1.5034 7.8280 4.5359
H 2.6798 5.9674 3.4621
H 1.3046 -3.2006 -0.6153
H -3.6718 -1.0302 2.3388
H -1.0566 -2.5191 -1.0074
H -2.0921 -5.1975 1.6079
H -0.7870 8.4417 0.9914
H -0.7259 -3.8654 -5.0693
H 1.1313 -2.6086 3.1961
H -3.5996 -3.4675 1.9974
H 1.5952 -4.4858 -4.6935
H 0.2363 6.2885 -0.0398
H -2.5432 -2.6337 -4.1619
H -0.2446 9.0070 3.1124
H -0.5744 -0.9232 3.5559

Mulliken atomic charge list, values in e, 4 entries:
1. Cl -0.056
2. Cl 0.040
3. Cl -0.088
4. Cl -0.028

=====

C20H17ClFN2O4SW | ωB97M-V/def2-TZVPD

Multiplicity: 2
Relative energy (zero: lowest compared OMol25 entry of this formula, charge and spin), kJ/mol: 0.0
Total charge: +2
E_tot, eV: -60073.6906
HOMO-LUMO gap (alpha / beta), eV: 7.434 / 7.271
Largest force on an atom, eV Å⁻¹: 1.1

Positions of all 47 atoms, in Å:
W -2.3646 -1.6619 -0.0838
Cl -2.1169 -4.0646 0.1637
S -2.6582 -1.5112 2.2861
F 4.0509 -3.6701 -0.5690
O -4.3346 -1.5993 0.0046
O -2.2927 0.1315 -0.4735
O -1.7792 2.2952 -0.1826
O -0.4314 -1.5695 -0.2897
N 2.2649 1.5047 -0.5015
N -4.9579 -1.0173 1.0621
C 4.1254 -0.0689 -0.5461
C 0.9775 1.7556 -0.4423
C 0.4243 -0.5682 -0.3774
C 2.7393 0.1941 -0.5019
C -1.3995 1.1847 -0.3256
C -2.6392 -3.3184 -1.3946
C -6.2230 -0.5921 0.8711
C 3.5973 -2.4235 -0.5431
C 1.8124 -0.8649 -0.4511
C -4.2906 -0.9061 2.2251
C 4.5286 -1.3808 -0.5704
C 4.5196 2.3179 0.0439
C 3.3719 2.9726 -2.1442
C -4.9524 -0.3366 3.3033
C 0.0126 0.7504 -0.3821
C -6.2503 0.1048 3.1477
C 3.2199 2.6587 -0.6630
C 2.2570 -2.1967 -0.4712
C 5.1336 1.0529 -0.5371
C -6.8931 -0.0200 1.9151
H 0.6691 2.7941 -0.4488
H 3.7268 2.1082 -2.7071
H 2.7404 3.4937 -0.1556
H 4.0900 3.7826 -2.2687
H 5.1985 3.1634 -0.0570
H 1.5597 -3.0199 -0.4271
H -6.7692 0.5516 3.9852
H 4.3267 2.1835 1.1113
H -7.9059 0.3234 1.7647
H 5.5837 -1.6265 -0.5979
H 2.4235 3.2942 -2.5761
H 5.4947 1.2285 -1.5531
H -6.6244 -0.7463 -0.1190
H 6.0007 0.7486 0.0478
H -1.9024 -3.5254 -2.1625
H -3.6337 -3.6580 -1.6544
H -4.4299 -0.2485 4.2455

Mulliken atomic charge list, values in e, 4 entries:
1. W 1.627
2. Cl -0.037
3. S -0.372
4. F -0.314